No. 1
Density functional theory data (the ωB97M-V functional and the def2-TZVPD basis) for 6 unconnected molecules or ions with the total composition C38H92F2N6O9S2 at a distorted geometry.

Geometry as XYZ:
```
149
Properties=species:S:1:pos:R:3:mulliken_charge:R:1
N 0.58 -3.09 -2.12 -0.14
S -0.24 -2.85 -0.89 0.96
O -0.40 -1.46 -0.40 -0.59
O -0.39 -3.88 0.13 -0.55
F -1.62 -3.02 -1.73 -0.35
S 2.08 -3.06 -1.23 1.02
O 2.54 -4.38 -0.92 -0.51
O 2.42 -1.93 -0.33 -0.54
F 3.13 -2.81 -2.45 -0.30
C 4.38 -8.12 4.29 -1.30
C 3.24 -8.34 3.34 -0.57
C 3.43 -9.36 2.18 -0.44
C 2.05 -9.44 1.35 -1.19
N 1.86 -10.32 0.15 0.38
C 0.44 -10.06 -0.52 -0.51
C 0.59 -8.88 -1.45 -0.62
C 2.05 -9.04 -2.00 -0.61
C 2.83 -9.92 -0.97 -0.55
C 2.17 -11.78 0.48 -1.03
H 4.54 -9.12 4.69 0.33
H 3.96 -7.54 5.12 0.36
H 5.26 -7.62 3.87 0.34
H 2.93 -7.34 3.06 0.43
H 2.35 -8.64 3.89 0.32
H 3.73 -10.35 2.51 0.40
H 4.28 -9.11 1.55 0.38
H 1.84 -8.40 1.12 0.39
H 1.20 -9.71 1.98 0.50
H 0.12 -11.00 -0.96 0.42
H -0.20 -9.79 0.32 0.33
H -0.16 -8.92 -2.24 0.42
H 0.31 -7.98 -0.91 0.30
H 2.02 -9.53 -2.97 0.33
H 2.61 -8.11 -2.10 0.34
H 3.19 -10.68 -1.66 0.38
H 3.72 -9.40 -0.62 0.28
H 3.20 -12.03 0.71 0.38
H 1.72 -12.41 -0.30 0.42
H 1.73 -12.01 1.45 0.41
C -6.72 0.04 0.24 -1.22
C -7.17 1.43 0.51 -0.58
C -6.07 2.40 0.04 -0.25
C -6.38 3.10 -1.33 -0.88
N -5.33 4.24 -1.79 0.25
C -5.94 5.17 -2.96 -0.66
C -5.14 6.51 -2.71 -0.69
C -4.70 6.62 -1.32 -0.45
C -4.97 5.31 -0.66 -0.58
C -4.05 3.51 -2.33 -1.01
H -7.48 -0.73 0.42 0.38
H -5.79 -0.12 0.77 0.32
H -6.63 -0.15 -0.83 0.28
H -7.45 1.55 1.56 0.34
H -8.11 1.68 0.01 0.36
H -5.08 1.96 -0.10 0.34
H -6.00 3.09 0.87 0.31
H -7.31 3.66 -1.37 0.42
H -6.49 2.43 -2.18 0.38
H -5.87 4.73 -3.95 0.41
H -6.97 5.48 -2.80 0.38
H -4.28 6.62 -3.37 0.31
H -5.73 7.40 -2.92 0.40
H -3.67 6.97 -1.33 0.28
H -5.38 7.27 -0.77 0.30
H -4.05 4.96 -0.21 0.31
H -5.82 5.35 0.02 0.44
H -4.33 2.75 -3.06 0.33
H -3.51 3.05 -1.51 0.40
H -3.28 4.20 -2.68 0.38
C -0.67 -3.94 5.61 -0.73
O 0.32 -3.03 6.16 -0.39
C 0.34 -1.70 5.65 -0.66
C 1.48 -0.95 6.31 -0.46
N 0.82 -0.13 7.44 -0.19
H -0.12 -0.50 7.50 0.38
H 1.21 -0.34 8.35 0.40
C 0.86 1.34 7.17 -0.96
C -0.07 1.89 6.05 -0.52
O -0.02 1.32 4.81 -0.27
C -1.08 1.51 3.95 -0.89
H -1.71 -3.70 5.82 0.31
H -0.35 -4.90 6.01 0.26
H -0.64 -4.00 4.52 0.30
H -0.69 -1.40 5.83 0.42
H 0.41 -1.72 4.56 0.47
H 2.03 -0.20 5.75 0.26
H 2.05 -1.63 6.96 0.50
H 1.86 1.74 7.36 0.40
H 0.35 1.70 8.06 0.44
H -0.05 2.98 6.01 0.50
H -1.07 1.74 6.46 0.43
H -1.45 2.53 3.93 0.36
H -1.95 0.86 4.08 0.33
H -0.68 1.27 2.97 0.30
C -0.26 1.44 -7.28 -0.79
O 0.28 0.60 -6.26 -0.33
C 1.25 -0.27 -6.67 -0.78
C 0.76 -1.46 -7.33 -0.41
N -0.41 -2.13 -6.58 -0.12
H -0.10 -2.39 -5.65 0.37
H -1.12 -1.47 -6.31 0.38
C -1.11 -3.38 -7.02 -0.65
C -0.35 -4.36 -8.02 -0.41
O 0.28 -3.58 -9.08 -0.37
C -0.24 -3.42 -10.40 -0.72
H -1.28 1.73 -7.01 0.26
H -0.29 0.96 -8.25 0.34
H 0.40 2.28 -7.51 0.34
H 1.76 -0.60 -5.77 0.40
H 1.95 0.29 -7.30 0.43
H 1.65 -2.04 -7.58 0.41
H 0.27 -1.19 -8.26 0.33
H -1.97 -2.94 -7.53 0.32
H -1.38 -3.81 -6.06 0.44
H -1.06 -4.89 -8.65 0.38
H 0.39 -4.97 -7.49 0.29
H -0.76 -4.32 -10.76 0.32
H 0.50 -3.17 -11.16 0.24
H -1.07 -2.74 -10.24 0.34
C 2.81 11.68 2.68 -1.26
C 2.48 10.40 1.91 -0.16
N 3.38 9.18 2.30 0.05
C 4.88 9.47 1.95 -0.95
C 3.08 8.78 3.79 -0.51
C 4.01 7.68 4.46 -1.23
C 2.95 7.98 1.38 -0.68
C 1.52 7.35 1.62 -0.38
O 1.25 6.46 0.51 -0.44
C 2.11 5.36 0.30 -0.63
H 3.86 11.95 2.73 0.29
H 2.40 11.80 3.69 0.39
H 2.41 12.56 2.19 0.41
H 2.52 10.62 0.84 0.40
H 1.49 10.00 2.14 0.21
H 5.46 8.57 2.11 0.43
H 5.30 10.32 2.49 0.31
H 4.69 9.66 0.89 0.42
H 2.02 8.70 4.02 0.48
H 3.37 9.66 4.38 0.45
H 3.76 6.65 4.18 0.27
H 3.99 7.73 5.55 0.43
H 5.06 7.86 4.26 0.33
H 3.73 7.24 1.53 0.58
H 3.10 8.30 0.35 0.41
H 0.74 8.10 1.43 0.25
H 1.48 6.78 2.54 0.33
H 1.65 4.40 0.07 0.29
H 2.52 5.23 1.30 0.25
H 2.86 5.56 -0.47 0.26
```

For the orbital gap, the calculation gives 8.43 eV. The LUMO energy comes out at -0.2383 hartree. The net charge is +4.

No. 2
Density functional theory data (the ωB97M-V functional and the def2-TZVPD basis) for 7 unconnected molecules or ions with the total composition C38H92F6N6O4P at a distorted geometry.

Geometry as XYZ:
```
147
Properties=species:S:1:pos:R:3:mulliken_charge:R:1
C 19.73 4.51 2.33 -0.30
C 21.22 4.60 2.52 0.37
O 22.05 3.76 2.13 -0.44
N 21.70 5.96 3.04 -0.18
H 21.84 6.65 2.32 0.37
H 21.00 6.43 3.58 0.41
C 22.85 5.89 4.08 -0.80
H 19.47 3.51 1.99 -0.10
H 19.32 5.30 1.69 0.22
H 19.35 4.69 3.33 0.28
H 22.97 6.93 4.39 0.39
H 23.69 5.47 3.54 0.36
H 22.63 5.24 4.93 0.33
C 20.90 -0.63 1.47 -1.02
C 19.45 -0.36 1.08 0.71
O 19.00 -0.66 -0.07 -0.39
N 18.55 0.24 2.24 0.18
H 18.98 0.47 3.12 0.47
H 18.29 1.15 1.89 -0.18
C 17.26 -0.58 2.58 -0.70
H 21.13 -0.39 2.51 0.32
H 21.49 0.00 0.80 0.30
H 21.29 -1.65 1.42 0.37
H 16.68 0.08 3.22 0.14
H 17.38 -1.58 3.01 0.45
H 16.69 -0.70 1.66 0.31
C 15.62 8.12 2.29 -0.85
N 15.66 7.97 0.70 0.10
C 15.11 9.23 0.07 -0.82
C 17.12 7.82 0.48 -1.11
C 14.94 6.61 0.32 -0.13
C 15.21 6.01 -1.05 -0.45
O 15.00 6.98 -2.06 -0.59
H 16.00 9.09 2.62 0.41
H 16.26 7.40 2.79 0.31
H 14.58 8.08 2.62 0.38
H 15.24 9.06 -0.99 0.39
H 15.65 10.07 0.51 0.40
H 14.06 9.32 0.36 0.35
H 17.28 7.84 -0.60 0.41
H 17.45 6.90 0.97 0.43
H 17.63 8.68 0.91 0.45
H 13.87 6.74 0.47 0.58
H 15.36 5.95 1.08 -0.08
H 14.51 5.18 -1.10 0.11
H 16.22 5.61 -1.01 0.32
H 14.06 7.18 -2.13 0.42
C 14.47 4.37 7.58 -0.71
N 15.86 4.05 7.03 -0.03
C 15.86 4.04 5.51 -1.30
C 16.79 5.24 7.57 -0.84
C 16.44 2.72 7.56 -0.72
C 15.90 1.41 7.01 -0.26
O 14.55 1.32 7.36 -0.52
H 14.49 4.07 8.63 0.35
H 13.87 3.74 6.92 0.33
H 14.30 5.42 7.38 0.40
H 16.90 3.92 5.21 0.42
H 15.53 5.05 5.26 0.59
H 15.14 3.33 5.09 0.31
H 16.35 6.18 7.24 0.38
H 17.78 5.12 7.13 0.37
H 16.80 5.30 8.66 0.41
H 16.41 2.81 8.65 0.55
H 17.52 2.73 7.43 0.42
H 16.33 0.49 7.41 0.56
H 16.17 1.25 5.97 -0.04
H 14.21 0.52 6.96 0.33
C 8.81 7.75 1.60 -1.31
C 8.75 6.29 2.12 -0.61
C 10.06 5.43 1.84 -0.18
C 9.77 3.92 1.89 -0.93
N 11.05 2.99 1.63 0.33
C 10.66 1.52 1.83 -0.68
C 12.04 0.79 2.14 -0.94
C 12.65 1.85 3.17 0.10
C 12.19 3.21 2.69 -0.54
C 11.69 3.27 0.20 -0.27
C 10.76 2.90 -1.02 -0.69
C 11.53 3.18 -2.37 -1.22
H 9.57 8.35 2.10 0.29
H 8.06 8.52 1.77 0.42
H 8.97 7.80 0.53 0.33
H 7.87 5.82 1.67 0.42
H 8.43 6.28 3.16 0.40
H 10.90 5.59 2.52 0.28
H 10.47 5.75 0.89 0.16
H 9.01 3.73 1.13 0.53
H 9.45 3.68 2.90 0.47
H 10.09 1.06 1.02 0.45
H 9.96 1.42 2.65 0.49
H 12.64 0.46 1.29 0.26
H 11.89 -0.11 2.73 0.54
H 13.73 1.78 3.05 -0.32
H 12.39 1.78 4.23 0.52
H 12.94 3.97 2.48 0.10
H 11.60 3.46 3.57 0.50
H 12.60 2.67 0.20 0.40
H 12.08 4.29 0.09 0.09
H 9.85 3.49 -1.05 0.32
H 10.48 1.85 -1.16 0.31
H 12.05 4.14 -2.47 0.33
H 10.93 3.08 -3.27 0.47
H 12.41 2.54 -2.33 0.13
C 16.35 2.33 -3.70 -1.32
C 15.37 1.33 -3.08 0.25
C 14.26 0.85 -4.05 -0.42
C 14.88 0.26 -5.39 -1.41
N 13.86 -0.45 -6.30 0.44
C 13.20 -1.73 -5.58 -0.71
C 11.73 -1.56 -5.65 -0.59
C 11.50 -0.04 -5.73 -0.14
C 12.67 0.51 -6.58 -0.67
C 14.57 -0.81 -7.66 -0.84
C 13.80 -1.86 -8.60 -0.11
C 14.62 -2.23 -9.84 -1.44
H 16.94 1.86 -4.49 0.40
H 16.99 2.63 -2.87 0.33
H 15.79 3.20 -4.06 0.34
H 14.85 1.85 -2.28 -0.50
H 15.84 0.45 -2.62 0.44
H 13.59 1.64 -4.36 0.33
H 13.56 0.19 -3.54 0.53
H 15.53 -0.59 -5.18 0.37
H 15.48 0.93 -6.01 0.62
H 13.50 -2.69 -5.98 0.46
H 13.62 -1.70 -4.57 0.31
H 11.37 -2.08 -6.55 0.34
H 11.20 -2.03 -4.82 0.39
H 10.51 0.18 -6.13 0.51
H 11.42 0.34 -4.71 -0.12
H 12.30 0.37 -7.59 0.42
H 12.94 1.55 -6.37 0.29
H 15.44 -1.31 -7.25 0.46
H 14.94 0.11 -8.12 0.41
H 12.86 -1.44 -8.96 0.33
H 13.60 -2.74 -7.99 0.27
H 14.05 -2.76 -10.60 0.40
H 15.51 -2.81 -9.58 0.35
H 14.90 -1.36 -10.43 0.37
P 16.46 2.99 1.15 1.93
F 15.73 1.54 1.29 -0.34
F 15.34 3.64 2.13 -0.53
F 17.29 2.69 2.54 -0.55
F 17.28 4.40 0.99 -0.30
F 17.63 2.19 0.36 -0.53
F 15.53 3.36 -0.12 -0.57
```

For the orbital gap, the calculation gives 8.66 eV. The LUMO energy comes out at -0.3964 hartree. The net charge is +5.

No. 3
Density functional theory data (the ωB97M-V functional and the def2-TZVPD basis) for a molecular structure, C38H92N2O10V at a distorted geometry.

Geometry as XYZ:
```
143
Properties=species:S:1:pos:R:3:mulliken_spin:R:1
V 17.25 0.08 -6.09 2.67
C 16.24 -3.36 -2.90 0.00
C 14.91 -2.65 -3.07 0.00
C 14.31 -2.76 -1.66 0.00
C 12.94 -1.99 -1.51 0.00
C 13.21 -0.54 -1.94 0.00
C 13.80 -0.28 -3.31 -0.01
N 15.01 -1.18 -3.42 0.02
O 15.97 -0.81 -4.49 0.10
C 14.14 1.23 -3.31 0.00
C 12.76 -0.55 -4.44 0.00
C 14.09 -3.61 -4.00 0.00
H 16.70 -3.53 -3.87 0.00
H 16.09 -4.34 -2.44 0.00
H 16.94 -2.82 -2.26 0.00
H 15.06 -2.44 -0.94 0.00
H 14.08 -3.81 -1.49 0.00
H 12.76 -1.99 -0.43 0.00
H 12.17 -2.41 -2.15 0.00
H 13.93 -0.14 -1.22 0.00
H 12.38 0.15 -1.77 0.00
H 14.63 1.53 -4.23 0.00
H 14.87 1.40 -2.51 0.00
H 13.31 1.89 -3.05 0.00
H 13.25 -0.85 -5.36 0.00
H 12.25 0.33 -4.82 0.00
H 12.00 -1.32 -4.27 0.00
H 13.93 -4.55 -3.48 0.00
H 14.52 -3.77 -4.99 0.00
H 13.12 -3.19 -4.26 0.00
C 21.16 -2.68 -6.23 0.00
C 20.45 -1.56 -5.47 -0.03
C 21.24 -1.21 -4.20 0.00
C 22.55 -0.43 -4.43 0.00
C 22.23 0.85 -5.15 0.00
C 21.33 0.64 -6.43 0.00
N 20.17 -0.30 -6.24 -0.04
O 19.19 -0.36 -7.30 0.05
C 22.23 0.17 -7.63 0.00
C 20.79 2.00 -6.67 0.01
C 19.14 -2.10 -4.87 0.10
H 21.01 -3.68 -5.80 0.00
H 22.23 -2.52 -6.38 0.00
H 20.79 -2.76 -7.25 0.00
H 21.39 -2.08 -3.56 0.00
H 20.72 -0.49 -3.56 0.00
H 23.22 -1.02 -5.06 0.00
H 22.95 -0.20 -3.44 0.00
H 23.23 1.20 -5.39 0.00
H 21.91 1.65 -4.48 0.00
H 22.88 -0.65 -7.32 0.00
H 22.98 0.90 -7.96 0.00
H 21.65 -0.23 -8.46 0.00
H 21.58 2.75 -6.61 0.00
H 20.13 2.25 -5.84 0.01
H 20.29 2.12 -7.63 -0.01
H 18.36 -2.40 -5.57 0.00
H 18.64 -1.36 -4.25 -0.03
H 19.24 -2.99 -4.25 0.00
C 16.68 -2.56 -12.05 0.00
C 16.49 -1.05 -11.67 0.00
C 15.03 -0.68 -11.70 0.00
O 16.91 -0.74 -10.36 0.01
H 17.74 -2.77 -12.12 0.00
H 16.22 -2.74 -13.03 0.00
H 16.17 -3.27 -11.41 0.00
H 16.99 -0.38 -12.37 0.00
H 14.57 -0.71 -12.68 0.00
H 14.76 0.33 -11.38 0.00
H 14.44 -1.33 -11.06 0.00
H 17.87 -0.84 -10.32 0.00
C 20.40 -1.15 -12.49 0.00
C 20.78 -0.65 -11.13 0.00
C 21.01 0.87 -11.09 0.00
O 19.73 -0.98 -10.23 0.00
H 21.08 -0.87 -13.30 0.00
H 19.44 -0.72 -12.75 0.00
H 20.34 -2.24 -12.45 0.00
H 21.74 -1.12 -10.92 0.00
H 21.17 1.16 -10.06 0.00
H 20.15 1.47 -11.39 0.00
H 21.81 1.14 -11.78 0.00
H 19.98 -0.85 -9.31 0.00
C 14.66 3.38 -6.36 0.01
C 14.81 1.98 -7.02 0.05
C 14.34 1.93 -8.48 -0.01
O 16.21 1.69 -7.05 0.04
H 14.86 3.30 -5.29 0.00
H 13.59 3.59 -6.38 0.00
H 15.24 4.17 -6.84 0.00
H 14.30 1.30 -6.34 -0.04
H 14.67 1.10 -9.11 0.01
H 14.63 2.82 -9.05 0.00
H 13.25 1.97 -8.51 0.00
H 16.63 2.36 -7.59 0.02
C 17.15 2.87 -10.79 0.00
C 18.20 2.97 -9.65 -0.02
C 19.29 3.96 -10.03 0.00
O 17.49 3.53 -8.53 -0.01
H 16.68 3.84 -10.96 0.00
H 16.40 2.10 -10.61 0.00
H 17.62 2.49 -11.70 0.00
H 18.63 1.98 -9.50 0.01
H 20.06 4.01 -9.27 0.00
H 18.92 4.98 -10.18 0.00
H 19.72 3.53 -10.93 0.00
H 17.07 4.31 -8.90 0.00
C 14.49 -2.76 -8.03 0.00
C 15.92 -2.59 -7.35 0.02
C 16.99 -3.39 -8.12 0.00
O 16.23 -1.28 -7.62 0.05
H 14.37 -2.23 -8.98 0.00
H 13.70 -2.46 -7.35 0.00
H 14.25 -3.79 -8.29 0.00
H 15.84 -2.70 -6.27 0.01
H 16.70 -4.44 -8.18 0.00
H 18.00 -3.44 -7.72 0.00
H 17.15 -3.07 -9.15 0.00
H 16.23 -1.23 -8.58 0.00
C 18.80 6.27 -3.32 0.00
C 18.12 5.81 -4.63 0.00
C 19.17 5.50 -5.75 0.00
O 17.37 4.61 -4.38 0.00
H 18.08 6.51 -2.54 0.00
H 19.36 7.19 -3.45 0.00
H 19.51 5.54 -2.95 0.00
H 17.39 6.58 -4.87 0.00
H 18.75 4.86 -6.53 0.00
H 20.05 4.96 -5.42 0.00
H 19.46 6.41 -6.29 0.00
H 16.76 4.75 -3.65 0.00
C 18.57 1.92 -3.53 0.02
O 17.81 1.89 -4.73 -0.03
H 19.09 0.99 -3.29 -0.02
H 19.29 2.73 -3.48 0.00
H 17.89 2.19 -2.72 0.00
H 17.47 2.78 -4.81 0.03
C 16.51 0.52 -0.30 0.00
O 16.95 0.12 -1.59 0.00
H 16.00 -0.29 0.23 0.00
H 17.43 0.69 0.25 0.00
H 15.85 1.37 -0.45 0.00
H 16.25 -0.11 -2.21 0.00
```

For the orbital gap (alpha / beta), the calculation gives 6.40 / 6.58 eV. The LUMO energy (alpha / beta) comes out at 0.0130 / 0.0130 hartree. The spin multiplicity is 4.